No. 1
This record from the OMol25 dataset describes a structure of composition C29H66GaN4OSSi2 in a non-equilibrium geometry. The level of theory is the ωB97M-V functional and the def2-TZVPD basis.

Geometry as XYZ:
```
104
Properties=species:S:1:pos:R:3:forces:R:3
Ga 0.495643 1.246807 -0.056907 -0.2 0.0 0.4
C -0.665507 5.121275 -2.040942 -1.3 -0.1 0.7
C -1.255063 5.953070 -0.884331 -1.6 0.3 -0.2
C -0.720824 5.665451 0.526109 2.9 0.3 -1.4
S -0.975882 4.000328 1.091765 -1.1 -0.5 0.3
O 0.164315 3.129661 0.566282 0.7 0.0 -0.4
C -0.663600 4.126726 2.871464 0.1 0.2 0.5
C 0.770787 3.888471 3.302858 -0.2 -1.2 -0.4
C 1.775911 4.868575 2.756792 0.0 0.5 1.7
H -1.130258 5.333412 -3.022552 0.6 0.5 0.5
H -0.833859 4.051543 -1.934779 0.1 -0.1 0.4
H 0.372101 5.320586 -1.927209 1.2 -0.1 -0.9
H -2.350036 5.898976 -0.804995 0.1 -0.3 -0.3
H -1.103470 7.024771 -1.123179 0.3 -0.5 0.4
H -1.172155 6.307901 1.266856 0.0 0.3 0.2
H 0.420389 5.808032 0.459842 -1.5 -0.1 0.6
H -1.240193 3.316789 3.330245 -0.4 0.4 -0.2
H -1.013365 5.119800 3.165807 -0.3 -0.2 0.1
H 0.940792 2.861171 2.950802 0.6 0.1 0.0
H 0.826843 3.787516 4.397784 -0.3 0.4 -0.3
H 1.939289 4.724164 1.718437 0.2 0.0 -0.9
H 2.721948 4.695920 3.305522 -0.3 0.5 -0.4
H 1.369230 5.887891 2.945884 0.7 -0.4 -0.1
C 3.783212 2.507519 0.701233 0.2 0.8 0.1
Si 2.898107 1.049448 -0.077151 0.2 -0.5 -0.7
C 3.366126 -0.626822 0.726598 -1.0 0.0 -0.7
C 4.769429 -0.947952 0.205051 0.2 1.0 2.1
C 3.247129 -0.431258 2.216494 -0.2 0.7 0.4
C 2.329614 -1.735861 0.450778 2.0 -1.3 -1.4
C 3.195075 1.121766 -1.984162 -0.8 -0.4 -0.5
C 2.649132 -0.134976 -2.742648 -0.4 0.9 -0.7
C 2.254150 2.213156 -2.497418 -0.7 0.7 -0.3
C 4.629255 1.476720 -2.413251 -0.9 0.9 1.5
H 4.829253 2.290082 1.003045 -0.5 0.1 -0.5
H 3.279761 2.785263 1.630516 0.0 0.0 0.0
H 3.739457 3.422304 0.043537 0.2 -0.9 0.6
H 5.444578 -0.139664 0.641057 -0.4 -1.0 -0.8
H 4.814832 -0.945652 -0.874715 0.2 -0.3 -0.1
H 5.046063 -1.890559 0.679135 0.4 -0.2 -0.5
H 4.013756 0.221691 2.613194 0.0 0.4 0.3
H 3.240178 -1.334715 2.799622 0.5 -0.8 0.1
H 2.233832 -0.051512 2.426823 0.2 0.4 0.1
H 2.351617 -2.150671 -0.576624 -0.1 0.5 0.4
H 1.354731 -1.411254 0.647960 -1.7 0.5 0.4
H 2.511662 -2.646939 1.061201 0.0 0.6 0.0
H 1.523589 -0.215614 -2.594581 1.3 0.0 -0.3
H 3.082163 -1.053913 -2.458602 0.5 -1.1 0.7
H 2.906593 -0.066993 -3.844938 -0.6 0.2 1.0
H 1.171278 1.880641 -2.340714 1.0 0.6 -0.3
H 2.381706 2.407502 -3.601009 -0.2 -0.3 1.0
H 2.404944 3.170805 -1.971024 -0.2 -0.2 -0.2
H 5.329379 0.750599 -2.114549 0.9 -1.2 0.2
H 5.007730 2.411045 -1.948098 -0.5 -0.3 -0.4
H 4.621260 1.572687 -3.462741 0.3 0.2 -1.4
C -2.339628 -7.230637 -1.283354 -0.8 1.9 0.8
C -2.209802 -6.975056 0.233589 0.5 -1.1 -1.3
C -3.008372 -5.825683 0.723841 0.5 2.4 1.0
C -0.721432 -7.064689 0.670111 -0.8 1.0 0.0
N 0.222509 -6.311922 -0.169801 0.2 1.2 0.0
C 0.840928 -6.603093 -1.314074 0.4 -0.3 -0.1
N 1.660324 -5.625117 -1.663049 -0.8 -0.6 -0.1
N 1.481397 -4.678174 -0.733638 -0.6 -0.4 0.6
N 0.622567 -5.065716 0.154599 0.2 0.3 0.4
H -3.377892 -7.269335 -1.618272 0.0 0.0 0.2
H -1.920423 -8.163157 -1.452072 1.0 -1.8 -0.8
H -1.847965 -6.455803 -1.859720 0.2 0.1 -0.2
H -2.647628 -7.881560 0.609531 -0.2 -0.5 0.8
H -2.678770 -4.836866 0.193398 -0.9 -1.6 0.9
H -2.866555 -5.682837 1.830856 0.2 0.1 -0.9
H -4.082963 -6.033571 0.679537 0.2 0.3 -0.7
H -0.423671 -8.097147 0.626979 0.3 -0.4 0.1
H -0.646323 -6.667489 1.696033 0.3 -0.3 -0.5
H 0.656402 -7.520450 -1.827008 0.2 -0.3 -0.3
C -1.261057 -1.788493 -0.709949 -0.3 0.3 0.6
Si -1.589187 0.001273 -0.193034 -0.3 -0.5 0.4
C -2.335821 -0.102976 1.658596 0.9 1.7 -1.6
C -3.089445 -1.373180 1.837867 -0.3 -1.1 -0.7
C -1.175941 -0.014215 2.657227 -1.4 -0.3 0.8
C -3.265033 1.100345 1.862081 0.2 -0.3 1.5
C -2.719216 0.719448 -1.583545 1.2 -0.8 0.9
C -3.131065 2.134758 -1.293260 -0.5 0.5 -1.1
C -1.988621 0.643430 -2.947524 0.2 1.8 1.7
C -3.998634 -0.100801 -1.546067 0.3 -1.4 0.8
H -2.252238 -2.246823 -0.790284 0.1 -0.1 -0.1
H -0.641967 -2.434176 -0.095162 0.0 0.1 0.4
H -0.782417 -1.801400 -1.659481 0.3 -0.1 -1.1
H -2.567093 -2.264278 1.494514 0.5 0.0 0.3
H -3.974050 -1.422390 1.207327 -0.4 0.3 0.2
H -3.359227 -1.528547 2.870563 -0.3 0.0 0.5
H -0.558894 -0.911691 2.560396 0.5 0.4 0.2
H -1.690450 -0.044056 3.643574 0.5 -0.3 -0.1
H -0.674459 0.961423 2.705367 0.4 -0.3 -0.5
H -4.079029 1.055964 1.161731 -0.4 0.2 -0.2
H -2.696025 2.044115 1.750585 -0.5 -0.3 0.1
H -3.728078 1.044822 2.899939 0.6 0.2 -1.0
H -2.371524 2.895126 -1.289656 0.8 0.1 0.1
H -3.688789 2.244831 -0.377217 -0.4 0.0 0.0
H -3.742435 2.377582 -2.172833 -0.4 0.5 0.4
H -1.071153 1.284314 -2.903935 -0.5 -0.5 -0.1
H -2.636975 1.079955 -3.679434 -0.4 0.2 -0.8
H -1.718138 -0.333740 -3.214321 0.3 -1.4 -0.5
H -4.412855 -0.098186 -0.502532 0.3 -0.4 -0.9
H -3.851277 -1.152177 -1.926840 -0.3 1.0 0.5
H -4.744253 0.382370 -2.127771 -0.8 0.3 -0.9
```
Forces are in eV/Å.

The energy relative to the best compared isomer or geometry (same formula, charge and spin) comes out at 62.9 kcal per mole. The total energy is -4340.517672 hartree. The multiplicity is 1. Its net charge is +1.

=====

No. 2
This record from the OMol25 dataset describes a cluster of 3 separate species, C29H67O13P3 in total in a non-equilibrium geometry. The level of theory is the ωB97M-V functional and the def2-TZVPD basis.

Geometry as XYZ:
```
112
Properties=species:S:1:pos:R:3:forces:R:3
C -0.638186 -3.939763 1.615508 -0.1 0.2 -0.6
C -0.112772 -2.411590 1.580013 -1.0 -0.9 -0.7
C -0.995629 -1.657609 0.459981 0.0 0.2 1.4
C -0.979112 -0.086234 0.699332 0.8 0.4 -0.3
C -1.379135 0.789955 -0.574650 -0.1 -0.2 -0.2
C -2.174782 -0.004199 -1.705785 0.2 1.2 -0.7
C -3.098784 0.977161 -2.599403 0.7 -1.0 0.9
C -4.002903 0.043876 -3.515016 0.1 0.4 -0.1
C -4.543878 0.728697 -4.841821 -0.2 -0.2 -0.2
C -3.466177 1.587565 -5.637096 -0.7 -0.6 -0.5
C -2.035822 0.913664 -5.753653 0.8 1.5 -0.2
C -0.923703 2.056442 -6.003622 0.3 -1.1 0.4
C 0.456025 1.296275 -6.240127 0.8 0.7 0.9
C 1.720546 2.303805 -6.213605 -1.1 0.8 -0.9
C 2.714854 2.078672 -7.426677 -0.5 -0.7 -0.5
C 3.699806 0.835038 -7.267768 1.1 0.5 0.4
C 3.983185 0.380207 -5.769861 0.6 -1.4 -0.1
C 3.047240 -0.860451 -5.333675 1.2 -0.1 -0.4
C 3.691864 -2.266608 -5.812461 -1.4 0.4 -0.5
C 2.644588 -2.957985 -6.803172 2.8 0.2 -1.0
O 1.594953 -3.698656 -6.127236 -2.7 2.1 0.7
P 0.168784 -2.825767 -6.013878 -2.2 0.3 -2.7
O -0.231535 -2.062520 -7.261221 1.4 -1.1 2.8
O 0.144921 -1.772078 -4.651766 0.1 -1.9 -2.6
O 0.823773 -2.387006 -3.582493 0.7 -0.8 1.2
O -1.080105 -3.950588 -5.701949 2.4 1.9 0.9
C -2.076138 -3.314416 -4.827974 -1.7 -0.2 1.1
C -3.438158 -4.147421 -4.776292 0.2 0.0 -0.1
C -3.499795 -5.182632 -3.563364 0.2 -0.7 -0.8
H 0.185117 -4.666936 1.333946 -0.9 0.8 0.7
H -1.435937 -4.064576 0.807532 1.0 0.1 1.1
H -1.126002 -4.217771 2.593743 0.7 0.2 -1.0
H 0.979089 -2.463515 1.290802 -1.2 0.5 0.4
H -0.260020 -1.912029 2.593697 0.4 -0.6 -1.4
H -0.658552 -1.966757 -0.579178 -0.3 0.5 1.2
H -2.058653 -2.034663 0.613178 1.2 0.5 -0.4
H -1.604520 0.244703 1.591304 0.6 -0.8 -1.1
H 0.094739 0.190990 0.977480 -1.4 -0.3 -0.3
H -0.414304 1.200733 -1.012809 -1.2 -0.5 0.3
H -1.999932 1.692398 -0.282003 0.7 -1.0 -0.1
H -1.384313 -0.410298 -2.423834 -1.2 0.0 0.9
H -2.861774 -0.808841 -1.313581 1.0 0.7 -0.2
H -2.364387 1.621548 -3.178754 -1.3 -0.5 0.6
H -3.702276 1.591106 -1.850704 0.6 -0.5 -1.3
H -4.898519 -0.291124 -2.904734 1.1 0.2 -0.7
H -3.374950 -0.883775 -3.744517 -0.9 1.2 0.1
H -4.951928 -0.058335 -5.564172 0.6 0.8 1.1
H -5.453644 1.361638 -4.564731 1.3 -0.6 -0.4
H -3.457177 2.639522 -5.217376 0.4 -1.2 -0.3
H -3.862378 1.690637 -6.704902 0.5 0.0 1.4
H -1.694229 0.360759 -4.830208 -0.6 0.5 -0.9
H -1.929691 0.195303 -6.625950 -0.5 0.7 1.0
H -1.214488 2.748451 -6.849862 0.4 -0.9 0.7
H -0.808706 2.723249 -5.081265 -0.2 -0.9 -1.1
H 0.614136 0.595738 -5.360593 -0.5 0.7 -1.1
H 0.474339 0.659284 -7.172529 -0.2 0.8 0.9
H 2.198442 2.321100 -5.192952 -0.3 -0.1 -1.2
H 1.266225 3.344548 -6.359212 0.7 -1.2 0.2
H 3.309708 3.004757 -7.717656 -0.7 -1.1 0.8
H 2.060463 1.856328 -8.338267 0.8 0.4 1.1
H 3.402755 -0.077558 -7.869996 0.1 1.1 0.7
H 4.708445 1.162817 -7.694962 -1.3 -0.5 0.4
H 5.044991 -0.046752 -5.763164 -1.3 0.7 0.1
H 3.985162 1.211505 -5.008298 -0.2 -0.8 -1.0
H 2.084442 -0.765641 -5.913164 0.8 0.1 1.1
H 2.914927 -0.917758 -4.215797 -0.2 0.3 -1.3
H 3.863596 -2.981917 -4.956942 0.1 0.9 -0.9
H 4.650711 -2.060265 -6.395622 -1.2 -0.5 0.8
H 3.208327 -3.720165 -7.439623 -1.0 0.8 0.9
H 2.281488 -2.159758 -7.512883 -0.2 -1.0 0.8
H 0.695196 -3.357394 -3.666834 -0.1 0.5 0.1
H -2.337073 -2.279196 -5.196190 0.6 -1.0 0.4
H -1.671000 -3.317670 -3.761723 -0.5 0.5 -1.4
H -3.526834 -4.659598 -5.787027 0.0 0.5 1.3
H -4.332032 -3.447316 -4.667197 1.4 -0.6 -0.3
H -2.466301 -5.286661 -3.095338 -1.4 0.0 -0.5
H -4.257371 -4.928094 -2.769109 0.9 0.0 -0.9
H -3.818216 -6.190448 -3.990286 0.6 1.2 0.8
C 1.520056 0.956209 8.347724 -0.1 0.1 0.5
O 2.450846 0.661149 7.305474 -3.0 0.6 -1.9
P 1.986238 -0.637535 6.277871 7.7 -5.0 0.9
O 2.432421 -1.704851 7.275798 -1.6 0.9 -0.2
O 3.192401 -0.257525 5.227854 -1.0 0.2 0.1
C 4.414432 0.309924 5.682455 0.3 0.4 -0.1
O 1.347185 -1.762399 5.161444 -2.3 2.6 0.7
C 2.240674 -2.669505 4.539210 0.8 0.1 -0.6
H 1.865960 1.841890 8.880144 0.0 -0.1 -0.1
H 0.535028 1.161438 7.924165 0.0 0.1 0.2
H 1.457281 0.122304 9.050039 0.0 0.0 -0.1
H 4.740982 -0.125248 6.628623 -0.2 0.0 0.0
H 4.307988 1.392155 5.780867 0.1 -0.1 0.1
H 5.180589 0.112070 4.928273 -0.3 -0.1 -0.1
H 2.939959 -3.104877 5.254399 -0.1 0.2 0.1
H 2.790597 -2.166734 3.740587 0.0 -0.1 0.1
H 1.653707 -3.471142 4.088918 -0.3 0.2 0.2
C -1.207447 3.007541 14.326167 0.1 -0.1 0.5
O -1.399198 3.980003 13.299019 -0.2 -3.1 -1.8
P -0.276453 3.879035 11.999665 2.9 8.8 0.3
O 0.822642 4.602220 12.775700 -0.5 -1.8 0.0
O -1.174195 4.938534 11.121116 0.1 -1.1 0.1
C -1.930633 5.964866 11.751633 -0.5 0.2 0.0
O 0.710849 3.564323 10.640375 -1.7 -3.0 1.0
C 1.198888 4.665857 9.893320 -0.4 0.7 -0.5
H -2.017524 3.106178 15.049068 0.0 0.1 -0.1
H -1.232419 2.001370 13.903621 -0.1 0.0 0.2
H -0.255663 3.173958 14.834914 0.0 0.0 -0.1
H -1.403794 6.396697 12.604346 0.0 -0.2 0.0
H -2.900202 5.572878 12.065270 0.1 0.1 0.1
H -2.106242 6.755309 11.017396 0.2 -0.2 -0.1
H 1.580192 5.455319 10.542202 -0.1 -0.1 0.1
H 0.413301 5.061961 9.246254 0.1 0.1 0.1
H 2.010533 4.308488 9.258088 0.0 -0.3 0.2
```
Forces are in eV/Å.

As for the SMILES: CCCCCCCCCCCCCCCCCCCCO[P@](=O)(OO)OCCC.COP(=O)(OC)OC.COP(=O)(OC)OC. The total energy is -3147.038661 hartree. The multiplicity is 1.